# 1
{
  "formula": "C16H25FN2O2P",
  "method": "wB97M-V/def2-TZVPD",
  "symbols": ["C", "C", "C", "C", "P", "F", "C", "C", "C", "N", "O", "C", "C", "C", "O", "N", "C", "C", "C", "C", "C", "C", "H", "H", "H", "H", "H", "H", "H", "H", "H", "H", "H", "H", "H", "H", "H", "H", "H", "H", "H", "H", "H", "H", "H", "H", "H"],
  "positions_angstrom": [[-1.2555, -4.7042, -0.8917], [0.1972, -4.0352, -1.0332], [0.9608, -4.0093, 0.4059], [0.2309, -2.6272, -1.8053], [-1.0364, -1.3593, -1.2402], [-2.6246, -1.9232, -1.1353], [-1.0625, -0.0056, -2.5918], [-2.2711, 1.0518, -2.3986], [-2.8918, 1.3383, -3.8691], [-3.7149, 0.3817, -4.6314], [-2.6630, 2.4549, -4.4050], [-0.6420, -0.4950, 0.3789], [0.8123, 0.2386, 0.3661], [1.4464, 0.3347, 1.8527], [2.4874, -0.3220, 2.1176], [0.7295, 1.1974, 2.8087], [1.4163, 2.4881, 3.0325], [0.5811, 3.6454, 3.6998], [1.1990, 5.0615, 3.9452], [2.6739, 5.4087, 3.5565], [3.5026, 4.2369, 2.9251], [2.8845, 2.8139, 2.6706], [-1.9730, -4.4130, -1.7520], [-1.7711, -4.4352, 0.0953], [-1.1239, -5.8481, -0.9195], [0.8234, -4.7674, -1.6766], [0.8922, -5.0921, 0.7957], [0.5383, -3.2355, 1.1278], [2.0795, -3.8502, 0.1638], [1.2792, -2.1718, -1.6068], [0.1324, -2.7709, -2.9332], [-0.0364, 0.4718, -2.7412], [-1.2930, -0.5702, -3.5788], [-1.7816, 2.0391, -2.0642], [-3.0607, 0.7058, -1.6456], [-4.4647, -0.0410, -4.0659], [-3.1443, -0.3261, -5.1140], [-0.7148, -1.1821, 1.3077], [-1.4199, 0.3441, 0.5623], [0.6802, 1.3103, -0.0182], [1.5264, -0.3178, -0.3512], [0.5222, 0.7105, 3.6928], [-0.5031, 3.4986, 4.0329], [0.5603, 5.8878, 4.4025], [3.1421, 6.4403, 3.7140], [4.5891, 4.4190, 2.6048], [3.5608, 2.0236, 2.2098]],
  "gap_ev": 7.0,
  "charge": 1,
  "total_energy_ev": -36066.65310,
  "largest_force_ev_per_a": 4.884
}

=====

# 2
{
  "formula": "C68H87Ge2N4OP3Ru",
  "method": "wB97M-V/def2-TZVPD",
  "symbols": ["Ru", "C", "C", "C", "P", "C", "N", "Ge", "N", "C", "P", "C", "C", "C", "C", "C", "C", "C", "C", "C", "C", "C", "C", "N", "C", "C", "C", "C", "C", "C", "C", "C", "C", "C", "C", "C", "N", "C", "P", "C", "C", "C", "C", "C", "C", "C", "C", "C", "H", "H", "H", "H", "H", "H", "H", "H", "H", "H", "H", "H", "H", "H", "H", "H", "H", "H", "H", "H", "H", "H", "H", "H", "H", "H", "H", "H", "H", "H", "H", "H", "H", "H", "H", "H", "H", "H", "H", "H", "H", "H", "H", "H", "H", "H", "H", "H", "H", "H", "H", "H", "H", "H", "H", "H", "H", "H", "H", "H", "C", "Ge", "C", "C", "C", "C", "C", "C", "C", "C", "C", "C", "C", "C", "C", "C", "C", "C", "C", "C", "H", "H", "H", "H", "H", "H", "H", "H", "H", "H", "H", "H", "H", "H", "H", "C", "C", "C", "C", "C", "C", "C", "O", "C", "C", "C", "H", "H", "H", "H", "H", "H", "H", "H", "H", "H", "H", "H"],
  "positions_angstrom": [[-0.4298, 0.5448, -0.6594], [2.8278, 4.0161, 0.9670], [2.2613, 3.4746, -0.3544], [3.2465, 2.5145, -1.0178], [0.6057, 2.6937, -0.0640], [2.4145, 0.3521, 2.1601], [2.4926, -0.8981, 2.0872], [1.5613, -1.6777, 0.1781], [3.0593, -2.4011, -0.8138], [3.1105, -2.1320, -2.2646], [3.0054, -0.3370, -2.7984], [1.7411, -0.4490, -4.1616], [2.0177, -1.3881, -5.3337], [1.4401, 0.9638, -4.6727], [4.6196, -0.0250, -3.6944], [5.6157, 0.5539, -2.6781], [5.2752, -1.1949, -4.4420], [4.2162, -2.7864, -0.1468], [5.5145, -2.7515, -0.6778], [6.6182, -3.0887, 0.0965], [6.4750, -3.4659, 1.4221], [5.1965, -3.5424, 1.9537], [4.0956, -3.2349, 1.1743], [2.7369, -3.4421, 1.6397], [2.4682, -3.0668, 2.9712], [2.1534, -4.0224, 4.0428], [1.8791, -3.6492, 5.2924], [1.8852, -2.2104, 5.7333], [1.8990, -1.2862, 4.5089], [2.4264, -1.7546, 3.2000], [2.1549, -4.6775, 1.1628], [2.7434, -5.9068, 1.4039], [2.1797, -7.0679, 0.9006], [1.0317, -6.9678, 0.1286], [0.4577, -5.7340, -0.1461], [1.0051, -4.5497, 0.3712], [0.4830, -3.2859, 0.1347], [-0.5246, -3.1928, -0.8913], [-1.4745, -1.6144, -0.9381], [-2.3702, -2.0835, -2.5169], [-3.0711, -0.9336, -3.2147], [-3.3580, -3.2471, -2.3843], [-2.5462, -1.8269, 0.5641], [-3.6844, -0.8062, 0.5502], [-3.0407, -3.2309, 0.9084], [-0.4883, 4.1675, 0.2444], [-0.0422, 5.4452, -0.4641], [-0.7403, 4.4494, 1.7313], [3.8130, 4.4620, 0.7932], [2.9454, 3.2119, 1.7014], [2.1893, 4.7846, 1.4071], [2.0966, 4.3090, -1.0378], [3.5080, 1.6771, -0.3652], [4.1691, 3.0498, -1.2609], [2.8391, 2.1007, -1.9389], [2.6261, 0.9089, 3.0724], [2.2949, 0.8978, 1.2233], [2.2517, -2.6300, -2.7264], [4.0035, -2.5793, -2.6844], [0.8554, -0.7951, -3.6275], [2.8358, -1.0115, -5.9512], [1.1303, -1.4485, -5.9727], [2.2638, -2.4030, -5.0122], [2.3200, 1.4105, -5.1466], [1.1136, 1.6070, -3.8607], [0.6390, 0.9354, -5.4197], [4.3769, 0.7602, -4.4165], [5.7405, -0.1215, -1.8273], [5.2845, 1.5197, -2.2909], [6.5968, 0.6907, -3.1430], [5.8045, -1.8524, -3.7495], [6.0243, -0.8050, -5.1368], [4.5733, -1.7985, -5.0123], [5.6740, -2.4444, -1.6988], [7.6081, -3.0385, -0.3424], [7.3377, -3.7230, 2.0230], [5.0491, -3.8665, 2.9807], [2.1526, -5.0754, 3.7889], [1.6819, -4.4077, 6.0458], [2.6711, -2.0507, 6.4793], [2.2857, -0.3104, 4.7981], [3.6592, -5.9498, 1.9845], [2.6413, -8.0279, 1.0896], [0.5812, -7.8626, -0.2854], [-0.4143, -5.7021, -0.7852], [-1.2957, -3.9464, -0.7509], [-0.0956, -3.3569, -1.8912], [-1.5369, -2.3956, -3.1504], [-4.0072, -0.6878, -2.7082], [-3.3149, -1.1983, -4.2467], [-2.4483, -0.0479, -3.2351], [-4.2197, -2.9564, -1.7794], [-2.9178, -4.1510, -1.9627], [-3.7305, -3.4995, -3.3801], [-1.8523, -1.5316, 1.3552], [-4.4144, -1.0433, -0.2332], [-3.2977, 0.1935, 0.3790], [-4.2094, -0.8017, 1.5088], [-3.6693, -3.6580, 0.1281], [-3.6440, -3.1729, 1.8195], [-2.2144, -3.9163, 1.1130], [-1.4341, 3.8503, -0.1834], [0.8431, 5.8781, 0.0089], [-0.8497, 6.1815, -0.3990], [0.1603, 5.2896, -1.5212], [0.1795, 4.7280, 2.2505], [-1.1803, 3.5843, 2.2257], [-1.4376, 5.2875, 1.8265], [-1.7659, 1.4398, -1.4499], [-3.4555, 2.4796, -1.6596], [-4.6556, 1.7419, -3.0256], [-6.0120, 1.5067, -2.8084], [-6.8260, 1.0551, -3.8444], [-6.2927, 0.8416, -5.1067], [-4.9461, 1.1019, -5.3418], [-4.1372, 1.5536, -4.3098], [-4.4203, 2.9486, -0.0300], [-5.3952, 2.1278, 0.5416], [-6.0482, 2.5095, 1.7067], [-5.7264, 3.7113, 2.3252], [-4.7650, 4.5411, 1.7625], [-4.1197, 4.1612, 0.5921], [-2.9408, 4.1148, -2.6100], [-3.8121, 5.2057, -2.6324], [-3.5848, 6.2734, -3.4925], [-2.4921, 6.2555, -4.3529], [-1.6214, 5.1745, -4.3423], [-1.8426, 4.1127, -3.4729], [-6.4511, 1.6859, -1.8342], [-7.8792, 0.8759, -3.6626], [-6.9259, 0.4880, -5.9116], [-4.5283, 0.9556, -6.3307], [-3.0887, 1.7626, -4.5054], [-5.6527, 1.1810, 0.0824], [-6.8078, 1.8651, 2.1328], [-6.2292, 4.0053, 3.2388], [-4.5154, 5.4847, 2.2338], [-3.3877, 4.8262, 0.1459], [-4.6814, 5.2190, -1.9821], [-4.2712, 7.1117, -3.5057], [-2.3285, 7.0790, -5.0374], [-0.7731, 5.1526, -5.0178], [-1.1552, 3.2700, -3.4622], [0.8341, -0.5739, 8.4359], [0.5733, -0.3549, 6.9778], [0.3388, 0.8639, 6.4731], [-0.0429, 1.1586, 5.0853], [-0.2441, 2.5989, 4.7260], [-0.1621, 0.1538, 4.1941], [-0.4256, 0.2311, 2.7565], [-0.8278, 1.1349, 2.0470], [0.2969, -1.2234, 4.6055], [-0.5166, -2.3413, 3.9186], [0.4958, -1.5766, 6.1081], [1.0898, 0.3570, 8.9438], [1.6385, -1.2958, 8.5959], [-0.0645, -0.9831, 8.9117], [0.4034, 1.7188, 7.1427], [-1.2309, 2.9422, 5.0511], [-0.1804, 2.7440, 3.6525], [0.5023, 3.2206, 5.2264], [-0.2606, -0.7276, 2.2585], [-0.1252, -2.6566, 2.9476], [-1.5435, -1.9882, 3.7755], [-0.5672, -3.2316, 4.5397], [-0.2262, -2.2861, 6.5325]],
  "gap_ev": [6.2, 6.0],
  "charge": 1,
  "total_energy_ev": -223406.30831,
  "multiplicity": 2,
  "largest_force_ev_per_a": 3.311
}

=====

# 3
{
  "formula": "C43H121N7O14",
  "method": "wB97M-V/def2-TZVPD",
  "symbols": ["C", "C", "C", "O", "H", "H", "H", "H", "H", "H", "H", "H", "C", "C", "C", "O", "H", "H", "H", "H", "H", "H", "H", "H", "C", "C", "C", "O", "H", "H", "H", "H", "H", "H", "H", "H", "C", "C", "C", "O", "H", "H", "H", "H", "H", "H", "H", "H", "C", "C", "C", "O", "C", "N", "H", "H", "H", "H", "H", "H", "H", "H", "H", "H", "H", "C", "C", "C", "O", "C", "N", "H", "H", "H", "H", "H", "H", "H", "H", "H", "H", "H", "C", "C", "C", "O", "C", "N", "H", "H", "H", "H", "H", "H", "H", "H", "H", "H", "H", "C", "C", "C", "O", "C", "N", "H", "H", "H", "H", "H", "H", "H", "H", "H", "H", "H", "C", "C", "C", "O", "C", "N", "H", "H", "H", "H", "H", "H", "H", "H", "H", "H", "H", "C", "C", "C", "O", "C", "N", "H", "H", "H", "H", "H", "H", "H", "H", "H", "H", "H", "C", "C", "C", "O", "C", "N", "H", "H", "H", "H", "H", "H", "H", "H", "H", "H", "H", "C", "O", "H", "H", "H", "H", "C", "O", "H", "H", "H", "H", "C", "O", "H", "H", "H", "H"],
  "positions_angstrom": [[23.7393, -4.9539, 20.7738], [22.7851, -6.0589, 20.1618], [23.0450, -6.5640, 18.6566], [23.0516, -7.2060, 20.9427], [24.7716, -5.2815, 20.8961], [23.1648, -4.5871, 21.6243], [23.7891, -4.1084, 20.0877], [21.7398, -5.8437, 20.3836], [22.2773, -7.2817, 18.3676], [24.0592, -6.9631, 18.6471], [22.9671, -5.7235, 17.9669], [23.9033, -7.5876, 20.7180], [19.9778, -7.2506, 27.2149], [21.2664, -6.5504, 27.7327], [21.4423, -6.5994, 29.2839], [22.3167, -7.3728, 27.2665], [19.1347, -6.6641, 27.5801], [19.8591, -8.2151, 27.7086], [19.8080, -7.2144, 26.1388], [21.3705, -5.5151, 27.4083], [22.3064, -6.1422, 29.7659], [21.4863, -7.6645, 29.5113], [20.6675, -6.2259, 29.9535], [22.2703, -7.4013, 26.3080], [14.9217, -17.4686, 17.1906], [15.2276, -18.6335, 18.1327], [14.1039, -19.5779, 18.4999], [16.1070, -19.4753, 17.3661], [15.8098, -16.9815, 16.7880], [14.4932, -16.7245, 17.8621], [14.1193, -17.7338, 16.5021], [15.6870, -18.3373, 19.0758], [13.5488, -19.7600, 17.5796], [13.4310, -19.0271, 19.1571], [14.3630, -20.4899, 19.0378], [16.8970, -19.6478, 17.8835], [13.9886, -17.2667, 26.5355], [14.5092, -15.9037, 26.0008], [15.3469, -15.0812, 26.9665], [15.1326, -16.0481, 24.7076], [13.1697, -17.1688, 27.2481], [14.7548, -17.9414, 26.9173], [13.4741, -17.6869, 25.6713], [13.6362, -15.2870, 25.7873], [14.7084, -14.9862, 27.8448], [15.5911, -14.0798, 26.6120], [16.2791, -15.5952, 27.2004], [15.5030, -15.1865, 24.5027], [29.8133, -8.9984, 19.5397], [29.2959, -7.8610, 20.4083], [29.2338, -8.2229, 21.8849], [28.1764, -9.2565, 21.9807], [28.1271, -10.2445, 23.0774], [30.4519, -6.9404, 20.2753], [30.7464, -9.4894, 19.8162], [29.7983, -8.6371, 18.5115], [28.9516, -9.6592, 19.4449], [28.3629, -7.3955, 20.0909], [28.8078, -7.3520, 22.3831], [30.1621, -8.5921, 22.3207], [28.1480, -9.6793, 24.0092], [28.8997, -11.0133, 23.0721], [27.1631, -10.7383, 23.1993], [30.6793, -6.7187, 19.3166], [31.2795, -7.3810, 20.6508], [20.0986, -5.0362, 7.8794], [20.3916, -5.8194, 9.0690], [19.1449, -6.2803, 9.8338], [19.5993, -7.1902, 10.7484], [18.6368, -8.1707, 11.1849], [21.2361, -6.9746, 8.5505], [19.2535, -5.3705, 7.2775], [20.8924, -4.9509, 7.1372], [19.8634, -4.0474, 8.2729], [20.8498, -5.2137, 9.8508], [18.5704, -6.6887, 9.0024], [18.7579, -5.3653, 10.2822], [18.9924, -8.6392, 12.1026], [18.8240, -9.0128, 10.5187], [17.5737, -7.9975, 11.3519], [22.1455, -6.7286, 8.1863], [21.4069, -7.6331, 9.2971], [16.3967, -8.6829, 19.4090], [16.5059, -9.8642, 20.3558], [17.8853, -10.3216, 20.6850], [17.7264, -11.4170, 21.5821], [19.0273, -11.8314, 21.9490], [15.8501, -9.4948, 21.6140], [16.6097, -7.7836, 19.9868], [15.3370, -8.6436, 19.1568], [16.9939, -8.7382, 18.4988], [15.9561, -10.7223, 19.9691], [18.3066, -9.4588, 21.2009], [18.4396, -10.6432, 19.8032], [19.0305, -12.4369, 22.8554], [19.6908, -10.9928, 22.1599], [19.5454, -12.3724, 21.1571], [16.0597, -10.3060, 22.1780], [14.8558, -9.5793, 21.4581], [18.0062, 2.4658, 23.1074], [19.4049, 1.8248, 23.2586], [20.0627, 1.3866, 21.8510], [19.1836, 0.4236, 21.3353], [19.4161, -0.0146, 20.0824], [20.1409, 2.7742, 24.0518], [17.9845, 3.3334, 22.4479], [17.5315, 2.5929, 24.0803], [17.3244, 1.7664, 22.6236], [19.3789, 0.8936, 23.8246], [21.0471, 0.9193, 21.8791], [20.0936, 2.3109, 21.2742], [18.7808, -0.8734, 19.8657], [20.4569, -0.3021, 19.9335], [19.2407, 0.8140, 19.3962], [19.3722, 3.1973, 24.5520], [20.5958, 3.4476, 23.4520], [13.5576, -2.8299, 24.1136], [12.1639, -3.4167, 23.8572], [11.6717, -3.2059, 22.4270], [10.3848, -3.8233, 22.1942], [9.2048, -3.1188, 22.6145], [12.2395, -4.9158, 24.1132], [14.0718, -3.2953, 24.9545], [13.6013, -1.7441, 24.1982], [14.1894, -3.2159, 23.3136], [11.3668, -3.1569, 24.5538], [12.3808, -3.7012, 21.7637], [11.7332, -2.1646, 22.1110], [8.1916, -3.3593, 22.2925], [9.3500, -2.1301, 22.1792], [9.1375, -2.9197, 23.6840], [13.1015, -5.2518, 23.7079], [11.5748, -5.2763, 23.4436], [7.3727, -10.3812, 16.1597], [8.7583, -9.9874, 15.5491], [8.7386, -9.5169, 14.1160], [10.0761, -9.4984, 13.6428], [10.2187, -9.0703, 12.2888], [9.1921, -8.9543, 16.5422], [7.3393, -10.4708, 17.2455], [6.8778, -11.1418, 15.5558], [6.7146, -9.5291, 15.9894], [9.4359, -10.8401, 15.5047], [8.4022, -8.4876, 14.2409], [8.0080, -10.0275, 13.4887], [9.6562, -9.6815, 11.5830], [11.2207, -9.3120, 11.9341], [10.1918, -8.0005, 12.0817], [8.5285, -8.2030, 16.4181], [10.1399, -8.6847, 16.3205], [23.8899, -18.1544, 13.4091], [22.5326, -18.2553, 14.2288], [21.8511, -16.8890, 14.2612], [22.8001, -15.9238, 14.7673], [22.4943, -14.6222, 14.3068], [21.7005, -19.2797, 13.6674], [24.6136, -18.9482, 13.5941], [24.4408, -17.2750, 13.7428], [23.6417, -18.0250, 12.3557], [22.7106, -18.5422, 15.2652], [20.9263, -16.8405, 14.8361], [21.4958, -16.6688, 13.2546], [23.2578, -13.9079, 14.6150], [21.5214, -14.2973, 14.6755], [22.4797, -14.5266, 13.2211], [22.0540, -20.2195, 13.7762], [20.7754, -19.2262, 14.0692], [22.7817, -18.4546, 24.6894], [23.6685, -17.3259, 24.5299], [23.0466, -19.2858, 25.3429], [21.8112, -18.0227, 24.9337], [22.7744, -18.9432, 23.7150], [23.6098, -16.8927, 23.6752], [8.6924, -14.3536, 22.6383], [9.8504, -14.4774, 21.8192], [7.9495, -13.7011, 22.1796], [8.2203, -15.2919, 22.9294], [8.8765, -13.8547, 23.5897], [10.1761, -13.5771, 21.7494], [8.2937, -9.0075, 22.9026], [9.3570, -9.5702, 22.2635], [7.4938, -9.0010, 22.1622], [7.9461, -9.6416, 23.7181], [8.4404, -8.0414, 23.3855], [9.2665, -9.2512, 21.3626]],
  "gap_ev": 9.2,
  "charge": 0,
  "total_energy_ev": -85635.92397,
  "largest_force_ev_per_a": 3.878,
  "de_lowest_kcal_mol": 185.1
}